# 1
Below is a 3-piece molecular cluster, C16H34IN3O3P overall, with properties calculated with ωB97M-V/def2-TZVPD.

The geometry in XYZ format:
```
58
C16H34IN3O3P ωB97M-V/def2-TZVPD
C -1.83 1.40 -3.27
C -0.69 2.01 -2.91
C -0.20 2.20 -1.49
C -0.76 1.14 -0.56
N -0.83 1.52 0.92
C -0.92 0.22 1.70
C -0.94 -0.86 0.60
C -0.63 -2.28 1.06
C -0.61 -3.28 -0.11
C -1.48 -4.50 0.21
I -3.46 -3.73 0.48
C -0.04 -0.21 -0.48
P 1.68 0.01 0.17
O 2.72 -0.18 -0.87
H -2.75 1.47 -2.68
H -1.88 0.85 -4.20
H -0.06 2.43 -3.68
H -0.47 3.20 -1.10
H 0.90 2.14 -1.51
H -1.82 0.98 -0.78
H -0.11 2.18 1.20
H -1.71 2.02 1.09
H -1.93 0.25 2.12
H -0.20 0.12 2.51
H -1.99 -0.88 0.28
H -1.38 -2.57 1.80
H 0.34 -2.31 1.56
H -1.05 -2.82 -1.00
H 0.42 -3.54 -0.37
H -1.56 -5.19 -0.63
H -1.14 -5.05 1.08
H 0.07 -0.76 -1.41
H 1.75 1.32 0.72
H 1.82 -0.85 1.27
C 7.61 0.07 1.52
O 6.92 -0.09 2.51
N 7.13 0.48 0.33
C 7.97 0.66 -0.84
C 5.71 0.75 0.24
H 8.69 -0.12 1.51
H 7.94 1.69 -1.18
H 7.65 0.01 -1.65
H 9.00 0.41 -0.58
H 5.43 1.53 0.95
H 5.14 -0.14 0.48
H 5.45 1.07 -0.77
C -4.02 1.32 0.30
O -3.00 1.15 0.96
N -5.18 0.69 0.46
C -6.32 0.95 -0.41
C -5.35 -0.31 1.51
H -4.06 2.05 -0.53
H -7.16 1.31 0.17
H -6.61 0.04 -0.93
H -6.05 1.71 -1.14
H -5.21 0.14 2.50
H -4.61 -1.11 1.41
H -6.35 -0.72 1.44
```

As for the charge: +1. For the HOMO-LUMO gap, the calculation gives 8.247 eV. The calculation puts the LUMO energy at -2.4 eV.



# 2
Below is a 3-piece molecular cluster, C16H35BO11 overall, with properties calculated with ωB97M-V/def2-TZVPD.

The geometry in XYZ format:
```
63
C16H35BO11 ωB97M-V/def2-TZVPD
C 2.53 -0.19 -2.47
O 2.50 -1.54 -1.99
B 1.34 -2.22 -1.92
O 0.25 -1.89 -2.71
C 1.23 -3.42 -0.89
C 1.98 -4.70 -1.21
O 1.77 -5.41 0.03
C 1.92 -4.45 0.99
O 2.16 -4.65 2.13
O 1.78 -3.21 0.44
H 1.98 0.46 -1.78
H 2.13 -0.11 -3.48
H 3.58 0.12 -2.48
H 0.06 -2.51 -3.42
H 0.18 -3.71 -0.72
H 3.05 -4.48 -1.24
H 1.67 -5.28 -2.08
C -1.51 -0.37 0.44
O -2.05 -1.67 0.33
C -2.30 -2.32 1.57
C -3.67 -2.96 1.62
O -4.75 -2.05 1.61
C -5.09 -1.39 0.40
C -5.75 -2.27 -0.65
O -4.85 -3.21 -1.20
C -5.37 -4.51 -1.36
H -0.42 -0.41 0.56
H -1.73 0.16 -0.48
H -1.94 0.18 1.28
H -2.19 -1.62 2.40
H -1.56 -3.12 1.71
H -3.73 -3.46 2.59
H -3.77 -3.72 0.84
H -4.24 -0.85 -0.02
H -5.85 -0.66 0.69
H -6.11 -1.61 -1.45
H -6.61 -2.77 -0.21
H -6.00 -4.79 -0.51
H -4.52 -5.20 -1.40
H -5.95 -4.61 -2.28
C 1.35 4.39 3.43
O 2.48 4.32 2.58
C 2.87 3.02 2.20
C 3.13 2.90 0.72
O 2.00 3.04 -0.12
C 1.38 4.31 -0.27
C 2.20 5.34 -1.02
O 3.33 5.77 -0.28
C 4.52 5.89 -1.03
H 1.62 4.24 4.48
H 0.93 5.39 3.32
H 0.59 3.65 3.15
H 2.11 2.28 2.50
H 3.80 2.76 2.72
H 3.46 1.87 0.55
H 3.94 3.56 0.41
H 1.04 4.71 0.69
H 0.50 4.11 -0.88
H 1.54 6.20 -1.21
H 2.50 4.93 -1.99
H 4.62 5.08 -1.75
H 5.35 5.84 -0.32
H 4.57 6.85 -1.56
```

As for the charge: 0. For the HOMO-LUMO gap, the calculation gives 9.305 eV. The structure (SMILES) is COB(O)[C@H]1COC(=O)O1.COCCOCCOC.COCCOCCOC. The calculation puts the LUMO energy at 0.2 eV.



# 3
Below is a 3-piece molecular cluster, C16H35O10P overall, with properties calculated with ωB97M-V/def2-TZVPD.

The geometry in XYZ format:
```
62
C16H35O10P ωB97M-V/def2-TZVPD
C 2.28 3.31 3.11
C 1.55 2.92 2.06
O 0.20 3.30 1.97
P -0.33 4.20 0.76
O -0.76 3.53 -0.46
O 0.89 5.19 0.48
O -1.34 5.33 1.49
C -2.32 4.81 2.20
C -2.67 3.47 2.17
H 2.24 4.34 3.47
H 2.91 2.62 3.66
H 1.93 2.42 1.17
H 1.08 5.79 1.22
H -2.80 5.64 2.76
H -2.32 2.75 2.90
H -3.35 3.15 1.37
C 1.39 -0.68 -0.30
O 2.32 -0.85 0.76
C 1.79 -1.51 1.89
C 2.77 -2.51 2.47
O 2.97 -3.67 1.68
C 3.71 -3.56 0.47
C 5.18 -3.29 0.64
O 5.43 -1.96 1.04
C 6.48 -1.82 1.97
H 0.68 0.12 -0.07
H 1.96 -0.42 -1.19
H 0.84 -1.61 -0.50
H 0.86 -2.02 1.64
H 1.58 -0.76 2.67
H 2.33 -2.88 3.40
H 3.72 -2.03 2.72
H 3.26 -2.84 -0.21
H 3.62 -4.55 0.01
H 5.67 -3.47 -0.33
H 5.60 -4.00 1.37
H 6.38 -2.54 2.79
H 6.41 -0.81 2.39
H 7.46 -1.93 1.50
C -2.76 1.87 -4.07
O -2.44 0.69 -3.38
C -2.11 0.89 -2.01
C -2.74 -0.17 -1.14
O -4.15 -0.08 -0.99
C -4.98 -0.42 -2.09
C -5.00 -1.89 -2.45
O -3.81 -2.29 -3.09
C -3.36 -3.57 -2.72
H -1.87 2.47 -4.30
H -3.24 1.59 -5.00
H -3.46 2.50 -3.49
H -2.43 1.88 -1.66
H -1.02 0.82 -1.90
H -2.35 -0.02 -0.12
H -2.45 -1.17 -1.45
H -4.75 0.19 -2.97
H -5.99 -0.16 -1.76
H -5.85 -2.05 -3.13
H -5.18 -2.48 -1.54
H -3.38 -3.70 -1.63
H -2.33 -3.67 -3.06
H -3.96 -4.37 -3.18
```

As for the charge: 0. For the HOMO-LUMO gap, the calculation gives 6.936 eV. The structure (SMILES) is C=COP(=O)(O)OC=C.COCCOCCOC.COCCOCCOC. The calculation puts the LUMO energy at -0.6 eV.



# 4
Below is C16H35O7PS as an isolated structure, with properties calculated with ωB97M-V/def2-TZVPD.

The geometry in XYZ format:
```
60
C16H35O7PS ωB97M-V/def2-TZVPD
O -0.83 1.03 -3.27
C -1.39 2.01 -3.68
C -2.63 2.55 -3.01
C -3.85 1.72 -3.40
P -5.40 2.85 -3.18
O -6.44 1.77 -2.52
O -5.84 2.98 -4.73
C -3.94 0.36 -2.75
O -4.88 -0.32 -3.62
S -4.41 -0.04 -5.10
O -3.44 -1.00 -5.49
O -5.58 0.18 -5.90
O -3.72 1.36 -4.82
H -1.03 2.55 -4.57
H -2.81 3.58 -3.35
H -2.50 2.59 -1.93
H -6.78 1.13 -3.16
H -5.93 2.13 -5.21
H -4.28 0.33 -1.71
H -2.98 -0.17 -2.83
C 4.66 0.48 0.33
C 3.51 1.32 0.87
C 2.14 0.85 0.40
C 1.92 0.90 -1.12
C 2.10 2.28 -1.75
C 1.10 3.32 -1.24
H 4.72 0.52 -0.76
H 5.62 0.83 0.72
H 4.55 -0.57 0.62
H 3.66 2.37 0.60
H 3.53 1.29 1.96
H 1.37 1.44 0.90
H 1.98 -0.19 0.73
H 0.91 0.54 -1.34
H 2.60 0.20 -1.61
H 1.97 2.17 -2.83
H 3.12 2.64 -1.60
H 0.08 2.98 -1.41
H 1.24 4.27 -1.76
H 1.22 3.52 -0.17
C 0.02 -4.81 4.97
C 0.11 -3.30 5.08
C 0.28 -2.59 3.74
C 1.55 -2.96 2.98
C 2.85 -2.69 3.74
C 3.06 -1.22 4.08
H 0.93 -5.24 4.55
H -0.13 -5.27 5.95
H -0.81 -5.11 4.33
H 0.93 -3.03 5.75
H -0.80 -2.92 5.55
H 0.24 -1.51 3.89
H -0.58 -2.83 3.10
H 1.57 -2.39 2.04
H 1.52 -4.01 2.69
H 3.69 -3.04 3.12
H 2.88 -3.29 4.65
H 3.07 -0.61 3.18
H 4.02 -1.08 4.59
H 2.28 -0.85 4.75
```

As for the charge: 0. For the HOMO-LUMO gap, the calculation gives 10.188 eV. The calculation puts the LUMO energy at 0.4 eV.



# 5
Below is C16H36As2CsF12P as an isolated structure, with properties calculated with ωB97M-V/def2-TZVPD.

The geometry in XYZ format:
```
68
C16H36As2CsF12P ωB97M-V/def2-TZVPD
Cs -4.60 0.00 -2.58
C -1.81 -2.08 -2.25
C -1.02 -2.85 -1.24
C 0.29 -2.06 -0.80
C -0.09 -0.79 0.11
P 1.34 -0.02 0.94
C 1.99 -1.12 2.22
C 0.99 -1.91 3.24
C 1.80 -2.98 4.04
C 2.37 -2.34 5.31
C 2.68 0.19 -0.38
C 2.44 1.48 -1.24
C 3.67 2.05 -1.79
C 3.30 3.28 -2.55
C 0.66 1.58 1.67
C -0.26 1.36 2.87
C -1.28 2.47 3.25
C -0.78 3.96 3.39
H -2.83 -2.42 -2.43
H -1.29 -2.13 -3.21
H -1.87 -1.02 -2.02
H -0.76 -3.81 -1.68
H -1.63 -3.09 -0.37
H 0.96 -1.84 -1.63
H 0.94 -2.73 -0.24
H -0.84 -0.89 0.89
H -0.41 -0.02 -0.60
H 2.59 -0.49 2.88
H 2.69 -1.82 1.79
H 0.16 -2.54 2.91
H 0.59 -1.17 3.93
H 2.63 -3.36 3.44
H 1.24 -3.88 4.30
H 3.24 -1.73 5.07
H 2.66 -3.13 6.00
H 1.64 -1.69 5.78
H 2.72 -0.77 -0.91
H 3.56 0.10 0.26
H 2.11 2.36 -0.69
H 1.67 1.34 -1.99
H 3.96 1.34 -2.57
H 4.39 2.22 -0.99
H 2.28 3.19 -2.91
H 3.95 3.33 -3.43
H 3.32 4.18 -1.94
H 0.04 2.09 0.94
H 1.50 2.24 1.90
H 0.41 1.18 3.71
H -0.85 0.45 2.83
H -1.90 2.32 4.14
H -2.05 2.39 2.48
H -0.25 4.32 2.50
H -0.13 4.10 4.26
H -1.65 4.60 3.56
As -1.64 2.92 -2.43
F -3.31 2.52 -3.02
F -2.21 4.62 -2.18
F -0.01 3.17 -1.87
F -1.09 1.18 -2.91
F -1.14 3.42 -4.06
F -2.15 2.33 -0.85
As -4.76 -3.39 -4.73
F -5.45 -2.52 -3.28
F -3.57 -4.30 -3.63
F -4.02 -4.26 -6.09
F -5.75 -2.37 -5.74
F -3.46 -2.10 -4.75
F -5.93 -4.65 -4.61
```

The multiplicity is 2. As for the charge: +1. For the HOMO-LUMO gap (spin up / spin down), the calculation gives 9.981 / 2.387 eV. The calculation puts the LUMO energy (spin up / spin down) at -3.5 / -11.1 eV.



# 6
Below is C16H36AsCsF6P as an isolated structure, with properties calculated with ωB97M-V/def2-TZVPD.

The geometry in XYZ format:
```
61
C16H36AsCsF6P ωB97M-V/def2-TZVPD
Cs 2.19 -6.38 1.29
C -1.75 3.76 -3.32
C -1.51 2.37 -2.86
C -0.07 2.20 -2.31
C 0.00 0.92 -1.50
P -0.52 0.91 0.20
C -0.56 -0.86 0.78
C 0.62 -1.73 0.25
C 0.57 -3.05 0.95
C 1.18 -3.01 2.36
C 0.67 1.86 1.18
C 2.10 1.28 1.17
C 3.10 2.38 1.68
C 3.55 3.41 0.61
C -2.19 1.59 0.58
C -2.67 1.34 2.05
C -4.13 1.81 2.29
C -5.17 0.91 1.61
H -1.09 4.13 -4.10
H -1.56 4.46 -2.51
H -2.79 3.84 -3.62
H -1.68 1.66 -3.67
H -2.24 2.10 -2.10
H 0.30 3.05 -1.75
H 0.59 2.05 -3.16
H 1.01 0.52 -1.43
H -0.52 0.13 -2.03
H -1.51 -1.20 0.36
H -0.59 -0.75 1.87
H 1.64 -1.35 0.14
H 0.48 -1.96 -0.81
H 1.15 -3.77 0.37
H -0.43 -3.46 1.04
H 2.24 -2.74 2.42
H 1.02 -3.91 2.93
H 0.63 -2.29 2.96
H 0.25 1.76 2.18
H 0.64 2.90 0.84
H 2.33 0.93 0.16
H 2.31 0.34 1.67
H 3.90 1.70 1.97
H 2.77 2.77 2.64
H 2.66 3.90 0.22
H 3.98 2.91 -0.26
H 4.27 4.07 1.10
H -2.93 1.15 -0.10
H -2.15 2.68 0.48
H -1.96 1.88 2.67
H -2.61 0.30 2.35
H -4.26 2.79 1.82
H -4.32 1.80 3.36
H -5.19 -0.10 2.02
H -5.03 0.88 0.53
H -6.13 1.42 1.67
As 2.77 -6.32 -2.75
F 1.86 -5.90 -4.21
F 3.72 -7.38 -3.79
F 3.59 -6.91 -1.26
F 1.80 -5.17 -1.78
F 1.61 -7.65 -2.47
F 4.05 -4.99 -2.96
```

As for the charge: +1. For the HOMO-LUMO gap, the calculation gives 11.001 eV. The calculation puts the LUMO energy at -2.8 eV.



# 7
Below is a 2-piece molecular cluster, C16H36BN2O4P2 overall, with properties calculated with ωB97M-V/def2-TZVPD.

The geometry in XYZ format:
```
61
C16H36BN2O4P2 ωB97M-V/def2-TZVPD
O 0.84 0.52 -5.21
P 1.54 -0.35 -6.16
O 2.91 0.30 -6.69
O 0.72 -0.64 -7.48
P 2.00 -2.27 -5.27
B 0.44 -3.30 -5.48
C -0.36 -3.94 -4.30
C -0.32 -3.12 -3.01
C -1.00 -1.77 -3.20
C -0.79 -0.78 -2.04
N 0.58 -0.70 -1.57
C 1.51 0.15 -2.10
C 2.70 -0.05 -1.45
C 2.49 -1.06 -0.47
C 1.17 -1.43 -0.58
H 3.60 0.13 -6.04
H 1.13 -1.31 -8.05
H 2.17 -1.88 -3.93
H 0.10 -3.51 -6.60
H 0.15 -4.90 -4.10
H -1.37 -4.20 -4.60
H 0.72 -2.99 -2.73
H -0.80 -3.63 -2.18
H -2.07 -1.92 -3.28
H -0.64 -1.26 -4.09
H -1.04 0.21 -2.42
H -1.48 -0.98 -1.22
H 1.31 0.83 -2.91
H 3.64 0.46 -1.61
H 3.19 -1.50 0.22
H 0.59 -2.17 -0.05
C -1.22 -0.01 1.82
C -0.51 0.25 3.12
N 0.17 1.60 3.20
C 1.17 1.68 2.07
C 0.99 1.68 4.47
C 0.25 1.65 5.79
C -0.75 2.79 3.01
C -1.99 2.92 3.88
O -2.86 1.83 3.67
C -3.84 1.67 4.70
H -0.50 -0.09 1.00
H -1.74 -0.96 1.88
H -1.96 0.75 1.57
H 0.29 -0.47 3.26
H -1.19 0.17 3.96
H 1.82 0.81 2.13
H 1.75 2.59 2.19
H 0.65 1.70 1.13
H 1.59 2.59 4.39
H 1.67 0.83 4.41
H -0.10 2.64 6.08
H 0.95 1.35 6.57
H -0.58 0.95 5.81
H -1.06 2.76 1.97
H -0.12 3.67 3.16
H -2.48 3.85 3.56
H -1.75 3.04 4.93
H -3.96 2.57 5.30
H -3.54 0.84 5.36
H -4.79 1.42 4.23
```

As for the charge: +1. For the HOMO-LUMO gap, the calculation gives 8.326 eV. The calculation puts the LUMO energy at -2.2 eV.



# 8
Below is C16H36FeGeS3SeTe as an isolated structure, with properties calculated with ωB97M-V/def2-TZVPD.

The geometry in XYZ format:
```
59
C16H36FeGeS3SeTe ωB97M-V/def2-TZVPD
Fe 0.08 0.50 0.46
C 5.37 1.51 -1.33
C 5.26 0.77 -0.05
S 3.05 -0.27 -0.05
C 2.81 0.42 1.64
C 2.61 1.92 1.66
S 1.13 2.47 0.69
C 1.92 3.53 -0.59
C 2.78 2.77 -1.60
S 4.55 3.15 -1.36
H 4.97 0.93 -2.16
H 6.41 1.78 -1.58
H 5.37 1.36 0.85
H 5.79 -0.17 -0.03
H 3.70 0.16 2.21
H 1.94 -0.08 2.07
H 3.46 2.46 1.26
H 2.40 2.24 2.69
H 2.50 4.30 -0.07
H 1.06 3.99 -1.07
H 2.52 3.05 -2.62
H 2.66 1.69 -1.48
C -4.65 1.25 2.07
Ge -4.84 0.06 0.51
C -5.52 1.18 -0.98
C -6.14 -1.41 0.88
C -3.07 -0.72 -0.02
Se -1.87 0.77 -0.55
C -2.10 0.50 -2.49
H -5.60 1.72 2.32
H -3.93 2.03 1.84
H -4.27 0.73 2.95
H -6.38 1.76 -0.65
H -5.83 0.59 -1.84
H -4.75 1.87 -1.30
H -7.11 -1.00 1.13
H -5.80 -2.01 1.72
H -6.25 -2.06 0.02
H -3.13 -1.41 -0.86
H -2.60 -1.23 0.82
H -3.16 0.42 -2.74
H -1.57 -0.41 -2.81
H -1.66 1.36 -2.99
Te -0.99 0.65 2.51
C 2.66 -3.34 -0.02
C 1.32 -2.60 0.06
C 0.77 -2.73 1.49
C 0.31 -3.25 -0.89
C 1.41 -1.12 -0.34
H 2.54 -4.37 0.32
H 3.40 -2.85 0.62
H 3.05 -3.34 -1.04
H 0.64 -3.78 1.76
H -0.19 -2.23 1.55
H 1.45 -2.27 2.20
H 0.07 -4.26 -0.57
H 0.70 -3.28 -1.90
H -0.61 -2.65 -0.90
H 1.36 -1.07 -1.44
```

The multiplicity is 6. As for the charge: -1. For the HOMO-LUMO gap (spin up / spin down), the calculation gives 5.489 / 5.644 eV. The calculation puts the LUMO energy (spin up / spin down) at 2.5 / 2.5 eV.